The following is a quantum chemistry calculation of C7H8 in the gas phase at a distorted geometry, from OMol25.

CARTESIAN COORDINATES (ANGSTROEM)
C 2.14492 0.58796 0.14724
C 0.64277 0.39043 0.08622
C -0.12134 0.51545 -1.08177
C -1.24110 -0.29191 -1.24871
C -1.57490 -1.20514 -0.25496
C -1.27162 -0.73146 1.01833
C -0.15755 0.07800 1.19598
H 2.44801 1.62553 0.29749
H 2.58277 -0.01553 0.95401
H 2.61638 0.22985 -0.77906
H 0.11782 1.32543 -1.76309
H -2.01017 -0.11981 -1.99074
H -2.16452 -2.10322 -0.43682
H -2.06560 -0.84396 1.74538
H 0.04320 0.59783 2.12739

Results
SMILES: Cc1ccccc1
HOMO in eV: -8.42
Lowest unoccupied orbital energy in eV: 0.67
Energy relative to the best compared isomer or geometry (same formula, charge and spin) in kJ/mol: 186.2
Orbital gap in eV: 9.0886
Charge: 0

The following is a quantum chemistry calculation of 4 unconnected molecules or ions with the total composition C30H62N9O8P3 at a distorted geometry, from OMol25.

CARTESIAN COORDINATES (ANGSTROEM)
O 0.64074 3.04524 -0.22059
C 1.11683 3.02188 -1.47103
O 1.99986 1.90802 -1.88942
C 0.67483 4.21943 -2.55033
C -0.89960 4.65437 -2.39833
C -1.30869 6.25325 -2.23348
C -2.87875 6.73255 -2.07942
O -3.15416 8.18056 -1.98265
C -4.08736 5.62025 -2.03671
C -3.72976 4.01195 -2.19870
C -2.13719 3.54725 -2.40276
C -1.90949 1.91224 -2.60626
O -0.92394 1.36622 -3.33314
C -2.97793 0.82105 -1.92477
C -4.38416 1.29332 -1.73175
C -4.90242 2.82097 -2.16736
O -6.18526 3.08145 -2.44108
H 1.93051 1.86703 -2.90167
H 1.01819 3.98719 -3.65100
H 1.31379 5.16949 -2.21331
H -0.44517 7.05739 -2.25997
H -3.24513 8.48559 -1.03274
H -5.20386 5.94768 -1.89484
H -2.63005 -0.27862 -1.64291
H -5.15487 0.53472 -1.25262
C -5.63534 -2.63111 4.28713
N -5.22454 -2.28158 2.94020
C -5.31160 -3.43694 2.05563
P -4.40965 -0.89305 2.40150
O -5.33649 -0.73378 1.17140
N -5.11690 0.46424 3.19573
C -6.48962 0.40388 3.68850
C -4.95361 1.71654 2.44508
N -3.34417 -1.07614 3.81558
C -2.28346 -2.07088 3.59122
C -2.71069 0.10604 4.40633
H -5.21169 -3.59297 4.59965
H -6.72662 -2.70875 4.33728
H -5.32948 -1.90519 5.04501
H -4.55884 -4.18822 2.31813
H -5.14315 -3.17036 1.00782
H -6.30243 -3.90074 2.10987
H -7.18904 0.04719 2.92704
H -6.83482 1.38471 4.03594
H -6.56381 -0.23797 4.56761
H -5.66031 1.79210 1.61303
H -3.94005 1.78833 2.03559
H -5.09152 2.58435 3.10054
H -1.89927 -2.43503 4.55074
H -1.45509 -1.65369 3.00912
H -2.65097 -2.94813 3.05278
H -3.43389 0.74813 4.91694
H -2.17637 0.69413 3.65227
H -1.98911 -0.17834 5.18742
C -0.41007 -9.25756 2.21144
N -0.58860 -7.86295 1.85316
C -0.99446 -7.73394 0.45905
P -0.09913 -6.47467 2.69896
O -1.44814 -5.75591 2.45182
N -0.46145 -6.72812 4.36561
C -1.51553 -7.65624 4.76351
C -0.64968 -5.47449 5.10816
N 1.45166 -7.30095 2.98307
C 2.35768 -7.20189 1.82796
C 2.23754 -6.98103 4.17800
H 0.12972 -9.80706 1.43106
H -1.38535 -9.73604 2.35043
H 0.15627 -9.40793 3.13423
H -0.17974 -8.02262 -0.21390
H -1.27135 -6.70719 0.20129
H -1.86577 -8.36153 0.24281
H -2.45314 -7.47306 4.23100
H -1.71727 -7.59707 5.83948
H -1.21048 -8.69093 4.60019
H -1.63422 -5.03289 4.92621
H 0.10942 -4.73978 4.81812
H -0.53431 -5.63905 6.18582
H 3.10676 -8.00079 1.86697
H 2.86830 -6.23370 1.79703
H 1.82782 -7.32146 0.87953
H 1.76539 -7.35189 5.09208
H 2.40518 -5.90253 4.27129
H 3.22076 -7.47520 4.15102
C 6.16734 3.10180 -5.64990
N 5.24036 4.20651 -5.49027
C 4.19510 4.15665 -6.50508
P 5.40801 5.61060 -4.55075
O 3.95581 5.52104 -4.02098
N 6.06518 5.14002 -3.02762
C 5.87962 3.78155 -2.52669
C 5.73298 6.07717 -1.94606
N 7.07741 5.71356 -5.15976
C 7.14758 6.31919 -6.49888
C 8.11166 6.35247 -4.34125
H 6.43330 2.94925 -6.70267
H 5.71499 2.17680 -5.27681
H 7.11150 3.23623 -5.11569
H 4.60470 4.36615 -7.49921
H 3.40636 4.89321 -6.32424
H 3.71266 3.17346 -6.52561
H 4.83349 3.46451 -2.56341
H 6.22941 3.68394 -1.49227
H 6.48658 3.06939 -3.08770
H 4.70908 5.94138 -1.58462
H 5.83554 7.11195 -2.29081
H 6.42073 5.95628 -1.10100
H 8.08276 6.03311 -6.99332
H 7.08726 7.41154 -6.45178
H 6.33773 5.97563 -7.14746
H 8.36941 5.75355 -3.46326
H 7.80588 7.35325 -4.01738
H 9.05541 6.45100 -4.89918

Results
SMILES: O=C(O)Cc1cc(O)cc2c1C(=O)C=CC2=O.CN(C)P(=O)(N(C)C)N(C)C.CN(C)P(=O)(N(C)C)N(C)C.CN(C)P(=O)(N(C)C)N(C)C
HOMO in eV: -7.74
Lowest unoccupied orbital energy in eV: -1.43
Orbital gap in eV: 6.3173
Charge: 0